Record 1
Formula: C31H56N3O2P2Pt
Source: the Open Molecules 2025 dataset
Level of theory: ωB97M-V/def2-TZVPD

The expectation value of S² is 6.0463. The lowest unoccupied orbital energy (alpha / beta) comes out at -8.51 / -13.48 eV. The multiplicity is 5. The value obtained for the orbital gap (alpha / beta) is 6.31 / 3.70 eV. Its highest occupied orbital energy (alpha / beta) is -14.82 / -17.18 eV. As for the charge: +3.

Last column: Löwdin charge in e.
Atoms and positions in Å:
C1 0.085 -0.313 -2.875  -0.313
C2 -1.713 0.926 -1.963  -0.301
C3 -0.434 -0.179 -4.164  0.038
C4 -2.130 1.269 -3.278  0.051
C5 -1.506 0.694 -4.375  0.024
H1 0.035 -0.741 -4.966  0.143
H2 -2.964 1.959 -3.369  0.140
H3 -1.846 0.895 -5.389  0.142
N1 -0.496 0.296 -1.830  -0.076
P1 2.173 -0.617 -1.060  1.111
P2 -1.930 0.909 0.846  1.104
C6 1.272 -1.207 -2.578  -0.224
H4 0.897 -2.232 -2.420  0.091
H5 1.926 -1.265 -3.458  0.101
C7 1.103 0.540 1.707  -0.342
O1 1.657 0.788 2.706  0.154
C8 -2.483 1.133 -0.812  -0.170
H6 -3.453 1.630 -0.966  0.121
C9 -3.595 -0.042 1.314  -0.611
C10 -1.994 2.546 1.862  -0.617
C11 3.027 -2.166 -0.351  -0.640
C12 3.339 0.620 -1.875  -0.650
C13 -3.164 -0.949 2.452  -0.090
H7 -2.832 -0.398 3.340  0.090
H8 -4.003 -1.595 2.748  0.119
H9 -2.329 -1.566 2.111  0.031
C14 -4.781 0.819 1.743  -0.066
H10 -4.615 1.403 2.650  0.076
H11 -5.122 1.476 0.934  0.092
H12 -5.616 0.134 1.962  0.120
C15 -4.138 -0.846 0.125  -0.088
H13 -4.964 -1.490 0.469  0.112
H14 -4.537 -0.208 -0.671  0.097
H15 -3.370 -1.487 -0.327  0.044
C16 -2.167 2.220 3.362  -0.056
H16 -1.341 1.592 3.726  0.095
H17 -2.142 3.164 3.928  0.120
H18 -3.112 1.725 3.612  0.064
C17 -0.684 3.326 1.724  -0.111
H19 0.167 2.772 2.124  0.041
H20 -0.462 3.584 0.684  0.084
H21 -0.774 4.262 2.299  0.119
C18 -3.086 3.482 1.338  -0.051
H22 -4.100 3.099 1.451  0.066
H23 -3.035 4.417 1.915  0.125
H24 -2.922 3.725 0.280  0.097
C19 4.235 1.204 -0.780  -0.068
H25 4.946 1.893 -1.257  0.117
H26 3.640 1.785 -0.067  0.059
H27 4.816 0.450 -0.237  0.074
C20 2.541 1.770 -2.507  -0.069
H28 1.853 1.424 -3.288  0.079
H29 1.992 2.342 -1.750  0.059
H30 3.261 2.454 -2.981  0.115
C21 4.200 0.001 -2.989  -0.048
H31 4.716 0.828 -3.500  0.117
H32 4.976 -0.670 -2.612  0.075
H33 3.615 -0.526 -3.750  0.081
C22 2.308 -3.439 -0.821  -0.088
H34 2.434 -3.621 -1.895  0.100
H35 2.726 -4.313 -0.294  0.121
H36 1.237 -3.398 -0.597  0.031
C23 2.941 -2.117 1.181  -0.093
H37 1.904 -2.142 1.532  0.061
H38 3.454 -2.997 1.597  0.113
H39 3.429 -1.227 1.590  0.086
C24 4.502 -2.283 -0.746  -0.063
H40 4.632 -2.423 -1.824  0.089
H41 5.099 -1.430 -0.406  0.079
H42 4.921 -3.178 -0.258  0.118
Pt1 0.271 0.177 0.117  1.030
N2 -0.590 -1.730 -0.164  0.087
C25 -1.547 -2.359 0.122  -0.038
C26 -1.978 -3.796 0.527  -0.551
C27 -3.427 -4.021 0.135  -0.036
C28 -1.091 -4.795 -0.202  -0.024
C29 -1.808 -3.966 2.035  -0.022
H43 -4.087 -3.330 0.668  0.069
H44 -3.554 -3.859 -0.944  0.110
H45 -3.743 -5.043 0.380  0.119
H46 -0.047 -4.690 0.111  0.074
H47 -1.414 -5.821 0.025  0.123
H48 -1.143 -4.636 -1.286  0.107
H49 -2.023 -5.001 2.331  0.123
H50 -0.782 -3.712 2.343  0.105
H51 -2.489 -3.323 2.598  0.067
C30 3.397 4.101 2.151  0.011
C31 2.660 4.287 0.850  -0.556
N3 2.780 5.517 0.309  0.189
O2 1.981 3.403 0.298  -0.067
H52 4.482 4.144 1.973  0.105
H53 3.138 3.129 2.575  0.068
H54 3.126 4.896 2.860  0.103
H55 2.303 5.713 -0.561  0.125
H56 3.367 6.225 0.729  0.127

---

Record 2
Formula: C31H57Br2FNO7
Source: the Open Molecules 2025 dataset
Level of theory: ωB97M-V/def2-TZVPD

The lowest unoccupied orbital energy comes out at -2.03 eV. The value obtained for the orbital gap is 9.65 eV. Its highest occupied orbital energy is -11.67 eV. As for the charge: +1.

Last column: Löwdin charge in e.
Atoms and positions in Å:
C1 -0.827 5.382 2.576  -0.092
O1 -1.225 4.788 1.354  -0.220
C2 -1.331 5.703 0.267  -0.227
C3 -1.988 4.969 -0.888  -0.188
C4 -3.522 4.943 -0.818  -0.186
C5 -4.137 3.714 -1.515  -0.189
C6 -4.752 2.725 -0.519  -0.192
C7 -3.751 2.232 0.529  -0.187
C8 -3.068 0.909 0.192  -0.168
C9 -1.827 0.708 1.077  -0.288
C10 -0.608 1.389 0.420  -0.110
C11 0.772 0.728 0.514  -0.099
N1 0.959 -0.449 1.484  -0.114
C12 1.581 0.155 2.739  -0.170
C13 0.730 1.290 3.333  -0.056
C14 0.961 1.276 4.835  -0.510
O2 1.972 1.647 5.340  0.164
O3 -0.113 0.813 5.536  0.105
C15 1.918 -1.432 0.861  -0.646
Br1 3.449 -1.900 1.836  0.976
C16 1.754 -2.048 -0.309  -0.689
C17 2.736 -3.034 -0.865  -0.146
Br2 0.223 -1.802 -1.389  0.973
C18 -0.334 -1.170 1.976  -0.241
F1 -0.112 -2.512 1.861  0.042
C19 -1.628 -0.786 1.317  -0.091
H1 0.030 4.837 2.982  0.076
H2 -0.536 6.427 2.440  0.089
H3 -1.647 5.344 3.298  0.091
H4 -0.327 6.056 -0.005  0.119
H5 -1.925 6.574 0.570  0.129
H6 -1.673 5.426 -1.831  0.116
H7 -1.600 3.945 -0.870  0.080
H8 -3.849 4.981 0.226  0.114
H9 -3.898 5.855 -1.289  0.113
H10 -4.918 4.027 -2.210  0.108
H11 -3.359 3.212 -2.102  0.097
H12 -5.570 3.235 0.000  0.111
H13 -5.201 1.883 -1.056  0.114
H14 -2.965 2.984 0.657  0.087
H15 -4.224 2.142 1.513  0.121
H16 -2.768 0.893 -0.857  0.105
H17 -3.768 0.084 0.352  0.118
H18 -2.045 1.198 2.032  0.134
H19 -0.812 1.489 -0.646  0.091
H20 -0.536 2.407 0.811  0.104
H21 1.091 0.400 -0.464  0.068
H22 1.520 1.459 0.819  0.130
H23 1.712 -0.653 3.454  0.107
H24 2.550 0.553 2.458  0.111
H25 -0.331 1.173 3.139  0.106
H26 1.078 2.253 2.964  0.133
H27 0.148 0.115 6.152  0.133
H28 2.471 -3.291 -1.887  0.071
H29 3.757 -2.655 -0.842  0.043
H30 2.684 -3.954 -0.273  0.076
H31 -0.386 -0.984 3.048  0.156
H32 -2.402 -1.124 2.013  0.145
H33 -1.779 -1.341 0.393  0.074
C20 -0.234 3.791 -4.572  -0.009
C21 -0.175 3.294 -3.152  -0.499
O4 -0.934 2.442 -2.744  0.048
C22 0.871 3.921 -2.262  -0.015
H34 -1.023 3.274 -5.111  0.087
H35 -0.427 4.866 -4.583  0.090
H36 0.723 3.621 -5.069  0.090
H37 0.711 4.999 -2.203  0.085
H38 1.866 3.754 -2.678  0.092
H39 0.815 3.498 -1.260  0.070
C23 -3.826 -3.488 -1.674  -0.013
C24 -3.217 -2.364 -2.474  -0.519
O5 -3.200 -1.225 -2.059  0.043
C25 -2.630 -2.725 -3.815  -0.026
H40 -4.215 -3.106 -0.733  0.082
H41 -4.635 -3.954 -2.238  0.091
H42 -3.075 -4.256 -1.476  0.082
H43 -3.398 -3.164 -4.454  0.091
H44 -1.839 -3.469 -3.692  0.080
H45 -2.225 -1.836 -4.292  0.085
C26 8.201 -2.279 -0.081  -0.018
C27 6.938 -3.100 -0.051  -0.497
O6 5.983 -2.826 -0.744  0.040
C28 6.918 -4.285 0.881  -0.016
H46 8.094 -1.461 -0.788  0.083
H47 8.413 -1.881 0.913  0.088
H48 9.046 -2.905 -0.374  0.090
H49 7.088 -3.958 1.909  0.087
H50 7.720 -4.979 0.621  0.091
H51 5.961 -4.797 0.810  0.081
C29 0.628 -7.607 -0.980  -0.018
C30 1.355 -6.737 0.014  -0.503
O7 2.536 -6.500 -0.090  0.060
C31 0.533 -6.173 1.150  -0.021
H52 1.321 -7.950 -1.744  0.085
H53 0.188 -8.468 -0.474  0.089
H54 -0.184 -7.045 -1.446  0.082
H55 0.090 -6.983 1.731  0.089
H56 -0.283 -5.561 0.757  0.079
H57 1.164 -5.567 1.797  0.078

---

Record 3
Formula: C31H57N4O2P2Sr
Source: the Open Molecules 2025 dataset
Level of theory: ωB97M-V/def2-TZVPD

The lowest unoccupied orbital energy comes out at -2.86 eV. The value obtained for the orbital gap is 5.42 eV. Its highest occupied orbital energy is -8.27 eV. As for the charge: +1.

Last column: Löwdin charge in e.
Atoms and positions in Å:
C1 -0.585 -2.469 -1.908  -0.366
C2 1.596 -2.514 -1.063  -0.387
C3 -0.429 -3.706 -2.510  -0.070
C4 1.793 -3.766 -1.607  -0.034
C5 0.768 -4.361 -2.340  -0.054
H1 -1.268 -4.124 -3.080  0.116
H2 2.752 -4.267 -1.473  0.117
H3 0.928 -5.346 -2.777  0.114
N1 0.403 -1.940 -1.234  -0.127
P1 -2.475 -0.816 -0.479  0.999
P2 2.650 -0.055 -0.020  0.909
C6 -1.928 -1.679 -2.028  -0.239
H4 -1.795 -0.912 -2.816  0.072
H5 -2.730 -2.352 -2.366  0.085
C7 -0.233 1.769 1.060  -0.162
O1 -0.321 2.764 1.633  0.142
C8 2.684 -1.770 -0.375  -0.274
H6 3.649 -2.284 -0.350  0.054
C9 3.334 0.844 -1.531  -0.669
C10 3.522 0.321 1.549  -0.709
C11 -3.697 0.518 -0.913  -0.687
C12 -3.038 -2.168 0.658  -0.680
C13 2.904 2.338 -1.515  -0.092
H7 3.395 2.900 -0.715  0.061
H8 3.206 2.796 -2.471  0.084
H9 1.826 2.461 -1.402  0.036
C14 4.854 0.737 -1.532  -0.106
H10 5.338 1.313 -0.740  0.066
H11 5.185 -0.301 -1.483  0.082
H12 5.220 1.150 -2.492  0.094
C15 2.800 0.133 -2.779  -0.099
H13 3.086 0.705 -3.665  0.078
H14 3.238 -0.869 -2.858  0.088
H15 1.715 0.014 -2.775  0.043
C16 3.732 1.846 1.669  -0.082
H16 2.787 2.403 1.600  0.071
H17 4.165 2.052 2.659  0.093
H18 4.428 2.229 0.922  0.061
C17 2.713 -0.132 2.768  -0.104
H19 1.786 0.441 2.907  0.054
H20 2.456 -1.197 2.719  0.076
H21 3.322 0.022 3.670  0.097
C18 4.825 -0.446 1.546  -0.104
H22 5.487 -0.188 0.714  0.063
H23 5.368 -0.205 2.475  0.093
H24 4.657 -1.524 1.534  0.078
C19 -3.307 -1.548 2.055  -0.069
H25 -3.677 -2.335 2.725  0.097
H26 -2.396 -1.136 2.507  0.046
H27 -4.057 -0.752 2.021  0.066
C20 -1.972 -3.276 0.765  -0.075
H28 -1.944 -3.881 -0.152  0.088
H29 -0.953 -2.906 0.952  0.053
H30 -2.237 -3.937 1.600  0.097
C21 -4.302 -2.818 0.109  -0.099
H31 -4.454 -3.770 0.649  0.097
H32 -5.208 -2.225 0.274  0.065
H33 -4.225 -3.060 -0.952  0.078
C22 -3.682 0.759 -2.416  -0.111
H34 -4.021 -0.118 -2.981  0.099
H35 -4.370 1.589 -2.650  0.104
H36 -2.694 1.043 -2.783  0.016
C23 -3.285 1.825 -0.176  -0.095
H37 -2.314 2.206 -0.517  0.045
H38 -4.045 2.595 -0.382  0.096
H39 -3.229 1.688 0.912  0.078
C24 -5.114 0.150 -0.505  -0.101
H40 -5.499 -0.701 -1.079  0.085
H41 -5.231 -0.049 0.563  0.068
H42 -5.764 1.013 -0.742  0.098
Sr1 0.014 -0.182 0.080  1.041
N2 -0.203 1.107 -1.868  0.111
C25 -0.283 1.773 -2.875  -0.126
C26 -0.389 2.515 -4.027  -0.600
C27 0.709 2.101 -5.015  -0.016
C28 -1.762 2.255 -4.656  -0.029
C29 -0.229 4.004 -3.685  -0.010
H43 1.718 2.283 -4.602  0.083
H44 0.642 1.030 -5.272  0.107
H45 0.619 2.678 -5.943  0.103
H46 -2.581 2.557 -3.986  0.081
H47 -1.878 2.816 -5.584  0.103
H48 -1.897 1.182 -4.891  0.108
H49 -0.298 4.612 -4.593  0.102
H50 -1.009 4.348 -2.985  0.101
H51 0.750 4.205 -3.217  0.095
C30 0.381 -3.515 3.944  -0.015
N3 -0.010 -2.150 4.369  0.064
C31 -0.161 -1.147 3.502  -0.505
N4 -0.589 0.102 3.978  0.195
O2 0.093 -1.294 2.201  -0.250
H52 0.560 -3.574 2.873  0.085
H53 -0.420 -4.199 4.211  0.086
H54 1.289 -3.793 4.477  0.090
H55 -0.206 -2.006 5.325  0.133
H56 -0.711 0.857 3.316  0.073
H57 -0.772 0.202 4.924  0.083

---

Record 4
Formula: C31H58BFN3O10S
Source: the Open Molecules 2025 dataset
Level of theory: ωB97M-V/def2-TZVPD

The lowest unoccupied orbital energy comes out at -3.82 eV. The value obtained for the orbital gap is 6.59 eV. Its highest occupied orbital energy is -10.42 eV. As for the charge: +1.

Last column: Löwdin charge in e.
Atoms and positions in Å:
C1 -0.116 7.890 8.705  -0.118
C2 -0.293 7.591 7.095  -0.183
C3 -1.741 6.924 6.629  -0.017
C4 -2.019 6.535 5.059  -0.019
C5 -0.850 6.810 3.908  -0.144
C6 -1.244 6.323 2.361  -0.093
C7 -0.657 4.781 2.231  -0.170
C8 0.927 4.549 1.876  -0.087
B1 1.771 5.684 1.040  -0.447
N1 3.213 5.965 1.528  0.115
O1 1.286 6.434 -0.141  0.016
C9 0.727 3.059 1.152  -0.155
C10 1.830 1.888 1.468  -0.116
C11 2.003 1.543 3.082  -0.176
N2 2.978 0.586 3.388  0.053
C12 -0.865 2.688 1.025  0.016
C13 -1.357 1.309 0.288  -0.070
C14 -2.214 0.308 1.314  -0.184
C15 -1.255 -0.891 1.963  -0.203
S1 -0.911 -0.629 3.808  0.813
O2 -1.043 0.871 4.232  -0.399
O3 0.526 -1.143 4.206  -0.361
O4 -2.076 -1.482 4.770  -0.209
N3 -1.593 3.713 1.627  0.007
C16 -3.122 3.692 1.642  -0.085
C17 -3.782 3.820 3.138  -0.102
F1 -2.865 3.420 4.251  -0.124
C18 0.587 7.490 4.328  -0.017
C19 0.835 7.871 5.935  -0.019
H1 -1.120 8.441 9.042  0.095
H2 -0.105 6.834 9.238  0.093
H3 0.829 8.529 8.972  0.086
H4 -2.557 6.728 7.474  0.105
H5 -3.075 6.054 4.792  0.076
H6 -2.434 6.347 2.290  0.111
H7 -0.860 7.056 1.534  0.115
H8 -0.688 4.443 3.375  0.161
H9 1.482 4.552 2.921  0.149
H10 3.508 6.931 1.238  0.086
H11 3.183 6.014 2.589  0.078
H12 1.153 7.391 0.187  0.124
H13 0.999 3.344 0.026  0.172
H14 1.680 0.912 0.807  0.121
H15 2.887 2.325 1.125  0.145
H16 1.362 2.102 3.887  0.117
H17 3.007 0.471 4.441  0.052
H18 -1.910 1.477 -0.744  0.150
H19 -0.370 0.697 0.030  0.112
H20 -2.687 0.948 2.200  0.105
H21 -3.116 -0.217 0.783  0.127
H22 -1.875 -1.907 1.892  0.131
H23 -0.236 -1.024 1.364  0.131
H24 -2.895 -0.896 4.763  0.103
H25 -3.592 2.763 1.107  0.133
H26 -3.475 4.642 1.013  0.155
H27 -4.190 4.931 3.276  0.119
H28 -4.746 3.129 3.270  0.145
H29 1.437 7.697 3.522  0.086
H30 1.859 8.362 6.258  0.092
C20 2.907 -3.595 -3.313  -0.097
O5 1.986 -2.698 -3.911  -0.203
C21 0.912 -2.359 -3.032  -0.194
C22 0.222 -1.076 -3.502  -0.173
O6 0.928 0.111 -3.116  -0.162
C23 2.126 0.387 -3.853  -0.169
C24 1.850 0.885 -5.275  -0.192
O7 1.582 -0.218 -6.143  -0.208
C25 0.932 0.186 -7.337  -0.104
H31 2.409 -4.526 -3.030  0.082
H32 3.691 -3.819 -4.041  0.095
H33 3.372 -3.132 -2.437  0.088
H34 1.283 -2.223 -2.012  0.121
H35 0.195 -3.188 -3.051  0.119
H36 -0.749 -1.011 -2.999  0.116
H37 0.023 -1.085 -4.576  0.122
H38 2.803 -0.469 -3.840  0.122
H39 2.623 1.194 -3.304  0.123
H40 2.735 1.402 -5.661  0.127
H41 0.999 1.575 -5.264  0.125
H42 -0.043 0.627 -7.107  0.086
H43 0.771 -0.700 -7.958  0.092
H44 1.550 0.898 -7.889  0.087
C26 -0.072 -11.860 -4.542  -0.107
O8 -0.433 -10.690 -3.825  -0.210
C27 0.248 -10.593 -2.572  -0.192
C28 0.212 -9.153 -2.055  -0.171
O9 1.200 -8.315 -2.670  -0.142
C29 0.928 -7.924 -4.022  -0.168
C30 -0.182 -6.875 -4.128  -0.195
O10 -1.465 -7.501 -4.060  -0.204
C31 -2.495 -6.579 -3.745  -0.111
H45 -0.318 -12.756 -3.965  0.087
H46 -0.635 -11.875 -5.479  0.090
H47 0.995 -11.844 -4.781  0.087
H48 1.287 -10.920 -2.676  0.126
H49 -0.271 -11.250 -1.863  0.125
H50 0.468 -9.169 -0.990  0.125
H51 -0.784 -8.712 -2.135  0.118
H52 0.734 -8.794 -4.652  0.121
H53 1.857 -7.470 -4.384  0.124
H54 -0.114 -6.363 -5.094  0.126
H55 -0.074 -6.143 -3.318  0.114
H56 -2.325 -6.145 -2.754  0.082
H57 -3.446 -7.120 -3.724  0.091
H58 -2.551 -5.792 -4.499  0.083

---

- The highest charge belongs to which entry?
  C31H56N3O2P2Pt